[1]
A structure of composition C31H29BaN5O3PS6Sb at a distorted geometry. Source: the Open Molecules 2025 dataset; level of theory: ωB97M-V with the def2-TZVPD basis set.

The geometry in XYZ format:
```
77
Properties=species:S:1:pos:R:3:forces:R:3:mulliken_spin:R:1
Ba -2.168 -0.176 0.968 -0.423 0.767 -1.374 0.000
N 3.519 -4.777 0.036 0.019 -0.001 0.010 0.000
C 2.430 -4.223 0.714 0.013 -0.012 -0.043 0.000
C 1.566 -3.343 0.065 0.014 0.097 0.000 0.000
C 0.513 -2.754 0.741 0.152 0.005 -0.037 -0.002
C 0.294 -3.045 2.086 0.157 -0.076 -0.002 0.000
C 1.159 -3.914 2.736 -0.024 0.029 -0.011 0.000
C 2.224 -4.491 2.064 0.009 -0.002 0.025 0.000
S -1.165 -2.535 2.956 0.166 -0.549 0.104 -0.003
O -1.296 -3.409 4.090 -0.038 0.002 -0.014 0.000
O -2.216 -2.657 1.928 -0.028 0.105 0.304 0.000
N -0.898 -1.008 3.248 -0.064 0.235 -0.058 0.000
C -1.796 -0.252 3.966 0.163 -0.222 0.310 0.004
N -2.388 -0.752 5.068 0.137 0.002 -0.186 -0.001
C -3.280 0.015 5.658 -0.172 0.178 0.095 0.001
C -3.631 1.280 5.199 -0.048 -0.110 0.096 0.001
C -2.965 1.716 4.076 0.288 0.177 -0.020 -0.005
N -2.023 0.988 3.471 -0.273 -0.305 0.149 0.000
H 3.424 -4.790 -0.967 -0.002 -0.005 0.001 0.000
H 3.830 -5.664 0.397 -0.005 -0.004 -0.009 0.000
H 1.733 -3.099 -0.978 -0.005 -0.007 -0.008 0.000
H -0.084 -2.051 0.170 -0.165 -0.152 0.209 0.001
H 0.965 -4.155 3.772 -0.001 -0.009 0.014 0.000
H 2.891 -5.168 2.584 0.005 -0.005 0.014 0.000
H -3.751 -0.402 6.545 -0.007 0.012 -0.007 0.000
H -4.392 1.877 5.678 -0.006 0.003 -0.003 0.000
H -3.174 2.685 3.636 -0.007 -0.017 -0.037 0.005
S -5.181 4.291 0.273 0.035 -0.004 0.068 0.265
Sb -4.553 2.371 -0.785 -0.075 0.065 0.000 0.431
S -2.275 2.241 -1.317 -0.151 -0.297 0.241 0.133
S -5.243 0.410 0.393 0.274 0.113 0.022 0.152
S -2.364 -1.966 -2.119 -0.071 -0.017 0.090 0.000
C -3.645 -1.234 -2.901 0.191 -0.008 -0.002 0.000
N -4.890 -1.142 -2.461 0.027 -0.061 -0.018 0.001
C -5.814 -0.297 -3.198 0.021 -0.023 -0.011 -0.021
C -5.240 -0.143 -4.609 -0.027 0.052 -0.019 -0.001
S -3.462 -0.474 -4.460 0.055 -0.032 -0.057 0.000
H -5.041 -1.243 -1.458 -0.026 0.090 0.142 -0.001
H -5.902 0.665 -2.688 0.000 0.001 -0.038 0.020
H -6.798 -0.765 -3.220 -0.009 0.031 -0.008 0.001
H -5.381 0.869 -4.983 -0.032 -0.014 -0.019 -0.001
H -5.680 -0.850 -5.310 -0.002 -0.009 0.018 0.001
O 0.306 0.547 0.397 0.046 -0.127 -0.162 0.008
P 1.477 1.087 -0.362 -0.113 0.034 0.210 -0.032
C 2.923 0.061 -0.046 0.057 0.024 0.025 -0.001
C 3.944 -0.121 -0.975 -0.048 -0.005 -0.018 0.000
C 5.026 -0.930 -0.662 0.021 -0.019 -0.001 0.000
C 5.088 -1.557 0.575 0.021 0.001 -0.009 0.000
C 4.074 -1.375 1.504 0.009 -0.011 0.020 0.000
C 2.989 -0.570 1.195 0.002 0.056 0.018 -0.001
C 1.236 1.135 -2.139 -0.025 -0.055 -0.052 0.016
C 1.653 2.203 -2.926 0.029 0.027 0.012 -0.004
C 1.423 2.184 -4.294 0.028 0.051 0.001 0.001
C 0.772 1.106 -4.873 -0.032 -0.053 -0.026 0.002
C 0.348 0.040 -4.090 -0.002 0.023 0.005 0.001
C 0.582 0.056 -2.727 -0.032 -0.001 0.037 0.003
C 1.890 2.763 0.136 -0.034 0.070 0.033 -0.009
C 0.847 3.693 0.157 0.027 -0.053 -0.001 0.019
C 1.103 4.998 0.542 -0.002 0.038 0.005 0.004
C 2.388 5.379 0.908 -0.021 0.024 0.005 0.000
C 3.422 4.455 0.892 0.032 -0.009 0.006 0.000
C 3.174 3.145 0.507 0.028 -0.013 -0.019 -0.001
H 3.881 0.356 -1.946 0.004 0.007 -0.009 0.000
H 5.815 -1.080 -1.388 0.001 -0.002 -0.005 0.000
H 5.925 -2.202 0.811 0.004 -0.008 0.000 0.000
H 4.112 -1.881 2.460 -0.001 0.003 0.007 0.000
H 2.174 -0.447 1.898 -0.011 -0.005 0.012 -0.001
H 2.135 3.059 -2.470 0.002 -0.001 -0.002 0.000
H 1.732 3.023 -4.903 0.006 0.005 0.001 0.000
H 0.576 1.103 -5.937 -0.001 0.000 -0.011 0.000
H -0.192 -0.789 -4.527 -0.013 -0.023 -0.007 0.000
H 0.210 -0.755 -2.114 -0.002 -0.010 -0.006 0.003
H -0.159 3.393 -0.125 -0.027 0.001 -0.006 0.008
H 0.293 5.715 0.559 -0.006 0.001 0.000 0.001
H 2.583 6.399 1.211 -0.007 0.008 0.001 0.000
H 4.421 4.752 1.185 0.005 -0.001 0.001 0.000
H 3.979 2.420 0.502 -0.001 0.003 0.003 0.000
```
Forces are in eV/Å.

The energy above the lowest of the compared OMol25 structures with the same formula, charge and spin comes out at 23.7 kcal per mole. Its total charge is -1. The largest force on an atom comes out at 0.0317 Eh/bohr. The HOMO-LUMO gap (spin up / spin down) is 5.843 / 6.350 eV. For the total energy, the calculation gives -127750.8189 eV. The multiplicity is 2.

[2]
A cluster of 5 separate species, C17H26BNO15 in total. Source: the Open Molecules 2025 dataset; level of theory: ωB97M-V with the def2-TZVPD basis set.

The geometry in XYZ format:
```
60
Properties=species:S:1:pos:R:3:forces:R:3:nbo_charge:R:1
C 3.635 0.850 1.705 0.018 -0.018 0.148 -0.247
O 4.023 -0.525 1.679 0.053 0.165 -0.542 -0.711
B 3.290 -1.512 1.098 -0.150 -0.108 -0.001 1.144
O 3.998 -2.578 0.584 0.334 0.031 0.753 -0.897
C 1.687 -1.495 1.003 0.023 -0.189 0.297 -0.407
C 0.999 -1.061 2.336 -0.051 0.123 -0.141 -0.401
C -0.066 -0.034 1.925 0.135 -0.471 -0.190 -0.516
C 0.341 0.417 0.545 0.037 0.309 -0.090 0.689
O -0.071 1.400 -0.045 -0.208 -0.103 -0.144 -0.646
N 1.218 -0.493 0.025 -0.136 -0.314 0.240 -0.623
H 2.884 1.047 2.476 0.060 -0.023 -0.057 0.169
H 3.242 1.176 0.741 0.055 -0.026 0.062 0.195
H 4.525 1.433 1.942 -0.112 -0.075 -0.026 0.195
H 3.663 -3.445 0.836 -0.298 0.059 -0.523 0.501
H 1.372 -2.502 0.711 -0.084 0.389 0.037 0.221
H 1.736 -0.622 3.010 -0.151 -0.107 0.070 0.211
H 0.530 -1.919 2.823 0.230 0.056 0.066 0.216
H -0.258 0.791 2.609 0.065 -0.078 -0.036 0.236
H -1.002 -0.572 1.727 -0.061 0.315 0.237 0.252
H 1.119 -0.746 -0.946 0.345 0.255 -0.050 0.410
C -2.581 2.706 -1.712 0.079 -0.067 0.102 -0.096
C -2.083 1.400 -2.294 0.134 -0.014 0.068 -0.100
O -3.289 0.833 -2.836 -0.009 0.031 -0.111 -0.510
C -4.165 1.834 -3.074 -0.033 0.027 0.128 0.968
O -5.202 1.697 -3.645 0.014 -0.031 0.012 -0.596
O -3.721 2.990 -2.545 -0.021 0.025 -0.028 -0.492
H -1.865 3.518 -1.774 -0.038 0.027 -0.086 0.212
H -2.918 2.594 -0.681 0.005 -0.018 -0.005 0.197
H -1.370 1.549 -3.105 -0.017 0.003 -0.019 0.185
H -1.657 0.740 -1.549 -0.089 -0.040 -0.010 0.229
C 6.893 4.679 -0.606 0.019 -0.050 -0.059 -0.100
C 5.965 4.143 -1.685 0.043 0.063 0.004 -0.099
O 4.949 3.500 -0.911 -0.029 -0.007 -0.027 -0.489
C 4.930 4.050 0.325 -0.059 -0.068 0.013 0.969
O 4.096 3.839 1.144 0.046 0.105 -0.010 -0.573
O 5.997 4.864 0.494 0.021 0.025 0.032 -0.489
H 7.363 5.626 -0.854 -0.054 0.037 0.028 0.204
H 7.655 3.954 -0.317 0.006 -0.005 -0.014 0.187
H 5.505 4.941 -2.270 0.014 0.009 -0.006 0.186
H 6.428 3.420 -2.349 -0.016 -0.054 0.044 0.206
C -6.138 -1.532 -0.199 0.032 0.306 0.028 -0.099
C -5.532 -0.251 -0.756 -0.069 -0.130 -0.083 -0.110
O -4.505 0.052 0.211 -0.006 0.011 0.076 -0.485
C -4.173 -1.082 0.848 0.098 -0.170 -0.154 0.982
O -3.235 -1.241 1.569 -0.097 0.248 -0.062 -0.611
O -5.032 -2.072 0.535 -0.127 -0.320 0.037 -0.501
H -6.451 -2.234 -0.965 0.079 -0.049 0.007 0.209
H -6.958 -1.352 0.498 -0.008 0.024 -0.015 0.189
H -5.051 -0.417 -1.718 -0.014 0.045 -0.021 0.214
H -6.224 0.582 -0.828 0.041 0.037 0.074 0.217
C -1.791 -4.183 1.352 -0.135 0.100 0.004 -0.110
C -2.311 -4.400 -0.059 -0.089 0.059 0.170 -0.100
O -1.150 -4.121 -0.851 0.129 -0.037 -0.040 -0.490
C -0.050 -4.310 -0.088 -0.277 -0.076 0.057 0.973
O 1.068 -4.304 -0.494 0.031 -0.129 -0.088 -0.589
O -0.397 -4.490 1.206 0.147 -0.011 -0.071 -0.495
H -2.236 -4.838 2.095 0.085 -0.084 -0.020 0.204
H -1.895 -3.145 1.670 -0.016 -0.036 -0.017 0.216
H -2.623 -5.430 -0.241 0.027 -0.008 -0.007 0.185
H -3.112 -3.718 -0.329 0.047 0.030 -0.043 0.210
```
Forces are in eV/Å.

The energy above the lowest of the compared OMol25 structures with the same formula, charge and spin comes out at 0.0 kcal per mole. Its total charge is 0. The largest force on an atom comes out at 0.0160 Eh/bohr. The SMILES is COB(O)[C@H]1CCC(=O)N1.O=C1OCCO1.O=C1OCCO1.O=C1OCCO1.O=C1OCCO1. The HOMO-LUMO gap is 9.375 eV. For the total energy, the calculation gives -50932.9257 eV. The multiplicity is 1.